Entry 1:
Here is C16H23B2CoF4N5O5 as an isolated structure from the OMol25 dataset. Energies are from wB97M-V/def2-TZVPD.

```
56
Properties=species:S:1:pos:R:3
Co 0.69379 -0.24192 -0.55635
C -2.42077 -1.00457 -3.26043
C -1.15626 -0.80848 -2.52023
N -1.01853 -0.74172 -1.24660
O -2.12743 -0.61921 -0.39601
B -2.30424 0.21027 2.19976
F -3.78693 2.14107 2.82142
F -3.05230 -0.43468 3.07050
O -1.15430 0.91384 2.83280
N -0.07299 0.89350 2.01074
C 1.13201 1.23120 2.35121
C 1.36385 1.63683 3.76140
C 2.27685 1.27360 1.36174
N 2.17886 0.76198 0.17327
O 3.19880 0.97263 -0.62768
B 3.43817 -0.02882 -1.79240
F 4.55672 0.33280 -2.38505
F 3.33407 -1.30121 -1.24421
O 2.29106 0.13831 -2.81043
N 1.11262 -0.25047 -2.38015
C 0.17148 -0.58931 -3.21005
C 0.38533 -0.67068 -4.67138
C 3.55023 1.94548 1.76190
H -3.27139 -1.10816 -2.59381
H -2.32474 -1.90323 -3.87797
H -2.58134 -0.16635 -3.94364
H 0.44778 1.63706 4.34124
H 1.81430 2.63173 3.76973
H 2.08800 0.94965 4.21137
H 0.99915 -1.55220 -4.88843
H 0.94888 0.20029 -5.01124
H -0.55155 -0.74948 -5.21534
H 3.63880 2.06242 2.83466
H 3.61102 2.92929 1.28575
H 4.39185 1.36357 1.38516
O 1.33236 -1.90124 0.19075
C 0.71053 -3.22356 0.35565
C -0.77029 -3.02080 0.57066
C -1.10011 -1.84565 1.51201
C -1.59507 -0.49595 0.91434
C -3.61228 1.55959 1.65024
C -3.15321 2.49169 0.60766
C -1.94427 2.56734 -0.05807
C -0.81034 1.80144 -0.05028
N -0.48512 0.56599 0.71353
H 2.27438 -1.98190 -0.06710
H 1.19377 -3.67104 1.22305
H 0.92950 -3.82053 -0.52832
H -1.15442 -3.92983 1.03436
H -1.30514 -2.94552 -0.37247
H -0.26543 -1.64448 2.19119
H -1.91118 -2.16782 2.16331
H -4.40226 0.83535 1.42428
H -3.91350 3.23493 0.36820
H -1.85771 3.40504 -0.74418
H 0.03893 2.13194 -0.64007
```

The gap between HOMO and LUMO (alpha / beta) comes out at 6.726 / 7.258 eV. The value obtained for the largest force on an atom is 0.48 eV/A. The value obtained for the HOMO energy (alpha / beta) is -0.6968 / -0.7283 hartree. The molecular weight is 521.9 g/mol. Its spin multiplicity is 5. The total charge is +3. Its expectation value of S² is 6.084.

=====

Entry 2:
Here is C16H23BCaClF2N2OS as an isolated structure from the OMol25 dataset. Energies are from wB97M-V/def2-TZVPD.

```
48
Properties=species:S:1:pos:R:3
Ca 0.60335 -0.57748 0.60390
C 1.04607 -2.13878 -3.75938
N 2.35185 -1.65246 -3.36406
C 2.76394 -0.53566 -4.18522
C 3.35182 -2.69839 -3.38450
C 3.02864 -3.89071 -2.49151
N 2.59314 -3.53712 -1.15462
C 2.21044 -4.73114 -0.42336
C 3.61414 -2.79271 -0.44735
H 1.06725 -2.61452 -4.75863
H 0.33933 -1.31199 -3.78875
H 0.67920 -2.86193 -3.03267
H 2.88733 -0.81873 -5.24764
H 3.71838 -0.14569 -3.82745
H 2.02628 0.26200 -4.11853
H 4.30747 -2.25742 -3.09052
H 3.50152 -3.09153 -4.41187
H 3.94085 -4.52267 -2.45688
H 2.24974 -4.50634 -2.94611
H 3.06017 -5.42947 -0.30544
H 1.41860 -5.25097 -0.96518
H 1.83032 -4.45702 0.55775
H 4.56631 -3.35532 -0.39174
H 3.29556 -2.59030 0.57711
H 3.79676 -1.84487 -0.95554
F 0.59478 1.31318 -2.31504
B -0.24300 0.42496 -1.70277
F -1.39568 0.36836 -2.42329
C -5.48718 5.31982 2.30688
C -5.29516 5.55221 3.77703
O -5.16074 6.63038 4.27923
S -5.30429 4.03815 4.80456
C -3.81127 3.33073 4.15730
C -3.86800 2.24155 3.29441
C -2.70958 1.68800 2.78422
C -1.45689 2.22032 3.11595
C -1.41428 3.31774 3.99377
C -2.57336 3.85948 4.50975
C -0.25337 1.68075 2.57994
C 0.82329 1.27740 2.14597
H -5.44840 6.26965 1.77828
H -6.44085 4.81890 2.14126
H -4.70805 4.64853 1.94370
H -4.83138 1.82767 3.02267
H -2.76593 0.83916 2.11313
H -0.45008 3.72957 4.25855
H -2.52480 4.70343 5.18636
Cl 0.47574 -2.74874 2.01633
```

The gap between HOMO and LUMO comes out at 7.327 eV. The value obtained for the energy relative to the best compared isomer or geometry (same formula, charge and spin) is 1.3889 eV. The value obtained for the largest force on an atom is 0.34 eV/A. The value obtained for the HOMO energy is -0.1792 hartree. The molecular weight is 415.8 g/mol. The total charge is -1.

=====

Entry 3:
Here is C16H23BN6O2ReS2 as an isolated structure from the OMol25 dataset. Energies are from wB97M-V/def2-TZVPD.

```
51
Properties=species:S:1:pos:R:3
Re 0.62045 -0.50397 0.34246
C 2.83195 -2.83211 -1.67029
C 2.19463 -1.47970 -1.58172
C 1.11683 -1.14576 -2.39269
C 0.53125 0.12273 -2.32119
C 1.02877 1.08863 -1.45762
C 2.12923 0.79179 -0.60356
C 2.66469 -0.52854 -0.62502
H 2.08826 -3.63259 -1.67161
H 3.55331 -3.00018 -0.87201
H 3.37122 -2.91729 -2.61641
H 0.73638 -1.87312 -3.09888
H -0.30833 0.36033 -2.96076
H 0.57790 2.07119 -1.41835
H 2.59537 1.55488 0.00479
H 3.52515 -0.75916 -0.01022
N 0.98792 -2.46254 1.07850
N -0.12054 -2.92094 1.82815
C -1.32880 -2.23515 1.63959
O -2.35867 -2.62668 2.09027
O -1.15402 -1.09056 0.97508
H 1.14303 -3.06883 0.26728
H 1.82733 -2.51195 1.65345
H -0.13538 -3.89779 2.08475
C -2.85164 1.69782 -3.26060
N -2.44568 2.34570 -2.01434
C -1.76940 3.50282 -1.91123
C -1.69195 3.80791 -0.55812
N -2.33231 2.85426 0.12612
B -2.72195 2.98058 1.65178
N -2.23981 1.75204 2.52432
C -3.04603 1.35380 3.56569
C -2.35656 0.46720 4.32306
N -1.11991 0.32910 3.74326
C -0.04526 -0.47001 4.31642
C -1.08023 1.11616 2.65300
S 0.32258 1.33689 1.62138
C -2.81603 1.91613 -0.75295
S -3.69584 0.57446 -0.38159
H -2.19500 2.04206 -4.05546
H -3.88042 1.96424 -3.49355
H -2.78661 0.62025 -3.13509
H -1.41647 4.04782 -2.77074
H -1.25142 4.65959 -0.06860
H -3.91398 2.97277 1.71665
H -2.20732 3.98502 2.05615
H -4.04429 1.73681 3.67053
H -2.63106 -0.07689 5.20904
H -0.48760 -1.32933 4.81288
H 0.52300 0.12349 5.03010
H 0.61945 -0.81448 3.53000
```

The gap between HOMO and LUMO (alpha / beta) comes out at 7.021 / 6.690 eV. The value obtained for the energy relative to the best compared isomer or geometry (same formula, charge and spin) is 1.8014 eV. The value obtained for the largest force on an atom is 1.60 eV/A. The value obtained for the HOMO energy (alpha / beta) is -0.5252 / -0.5384 hartree. The molecular weight is 592.6 g/mol. Its spin multiplicity is 4. The total charge is +2. Its expectation value of S² is 3.794.

=====

Entry 4:
Here is C16H23BaN4O5S as an isolated structure from the OMol25 dataset. Energies are from wB97M-V/def2-TZVPD.

```
50
Properties=species:S:1:pos:R:3
Ba -0.38306 -0.47465 0.63695
C -1.06330 -2.14777 -2.74868
O -1.03031 -0.84821 -2.16071
C -0.41798 0.13736 -2.99278
C 1.07755 0.18233 -2.79188
O 1.31587 0.52348 -1.43043
C 2.68608 0.45314 -1.03151
C 3.10204 -0.95465 -0.67110
O 2.21517 -1.42671 0.33486
C 2.74633 -2.51278 1.09984
H -1.60630 -2.12224 -3.69514
H -1.58938 -2.80307 -2.05752
H -0.05711 -2.53848 -2.92038
H -0.85949 1.09565 -2.71650
H -0.64667 -0.05816 -4.04340
H 1.52000 0.93645 -3.45030
H 1.52878 -0.78642 -3.03000
H 2.77242 1.08779 -0.14856
H 3.33097 0.86584 -1.81151
H 4.12655 -0.92724 -0.28767
H 3.08281 -1.63190 -1.53218
H 3.68983 -2.21916 1.56219
H 2.90061 -3.38876 0.46596
H 2.02926 -2.73332 1.88756
N -1.76790 1.22079 9.16943
C -1.40030 0.90656 7.88491
C -1.24404 1.91065 6.92210
C -0.92055 1.58848 5.61981
C -0.74573 0.25885 5.26694
C -0.90279 -0.75448 6.20730
C -1.22508 -0.43349 7.50529
S -0.34735 -0.18411 3.63331
O 0.94397 -0.83878 3.55225
O -0.40020 1.03618 2.79286
N -1.36504 -1.22592 3.01307
C -2.68273 -0.91299 2.78404
N -3.04865 -1.00866 1.48404
C -4.34425 -0.84145 1.20855
C -5.27064 -0.54552 2.18451
C -4.77442 -0.38997 3.47268
N -3.49951 -0.57315 3.78339
H -1.64823 2.17024 9.47619
H -1.63234 0.52573 9.88244
H -1.38430 2.94709 7.20253
H -0.80594 2.36213 4.87319
H -0.78066 -1.78974 5.91561
H -1.35427 -1.21763 8.24075
H -4.63480 -0.93955 0.16843
H -6.31828 -0.42027 1.95786
H -5.43144 -0.11911 4.29206
```

The gap between HOMO and LUMO comes out at 7.754 eV. The value obtained for the energy relative to the best compared isomer or geometry (same formula, charge and spin) is 0.0000 eV. The value obtained for the largest force on an atom is 0.65 eV/A. The value obtained for the HOMO energy is -0.3731 hartree. The molecular weight is 520.8 g/mol. The total charge is +1.

=====

Entry 5:
Here is one molecule with the formula C16H23ClN2O3S from the OMol25 dataset. Energies are from wB97M-V/def2-TZVPD.

```
46
Properties=species:S:1:pos:R:3
C 1.84092 -0.11487 2.62721
S 0.69498 0.29408 1.28038
O -0.39701 -0.62479 1.34121
O 0.41166 1.69756 1.34709
N 1.50474 0.02659 -0.13806
C 1.50844 -1.33047 -0.62368
C 0.10129 -1.79446 -1.03353
O -0.20772 -2.96284 -1.01577
N -0.66738 -0.79807 -1.51898
C -2.10704 -0.93540 -1.65963
C -2.78762 -0.15854 -0.56370
C -2.92969 1.21782 -0.69248
C -3.45838 1.98549 0.32777
C -3.85445 1.37810 1.50666
C -3.72369 0.01058 1.65769
C -3.18736 -0.75052 0.63052
Cl -3.01286 -2.44291 0.86630
C 2.54862 0.96642 -0.50198
C 2.38880 1.43060 -1.95333
C 3.41650 2.51267 -2.27459
C 4.83256 2.00028 -2.03136
C 4.98652 1.52818 -0.58901
C 3.96700 0.43601 -0.27331
H 1.26534 -0.08166 3.54285
H 2.63316 0.62077 2.64901
H 2.21907 -1.11431 2.45913
H 2.14481 -1.39679 -1.50858
H 1.88432 -2.04095 0.12174
H -0.34003 0.14037 -1.33161
H -2.33516 -2.00123 -1.60083
H -2.40256 -0.54946 -2.64090
H -2.61547 1.69043 -1.61287
H -3.55374 3.05372 0.20655
H -4.26217 1.96938 2.31262
H -4.02356 -0.47374 2.57370
H 2.37137 1.82579 0.15258
H 2.52436 0.58410 -2.62981
H 1.37949 1.82003 -2.09485
H 3.30692 2.82537 -3.31449
H 3.23139 3.38232 -1.64089
H 5.55437 2.79136 -2.24127
H 5.04059 1.16943 -2.70922
H 5.99629 1.14601 -0.42725
H 4.83417 2.37253 0.08679
H 4.08355 0.10157 0.75927
H 4.14798 -0.42117 -0.92515
```

The gap between HOMO and LUMO comes out at 9.136 eV. The value obtained for the energy relative to the best compared isomer or geometry (same formula, charge and spin) is 0.0841 eV. The value obtained for the largest force on an atom is 0.98 eV/A. The value obtained for the HOMO energy is -0.3189 hartree. The molecular weight is 358.9 g/mol. The SMILES is CS(=O)(=O)N(CC(=O)NCc1ccccc1Cl)C1CCCCC1. The total charge is 0.